Entry 1:
Entry from OMol25: a molecular structure, C41H39CrN2O2SSi in a non-equilibrium geometry (the ωB97M-V functional and the def2-TZVPD basis).

Last column: Löwdin spin population.
Cartesian coordinates (Å):
H 1.380 6.961 -2.670  0.000
H -3.177 0.846 -2.218  0.002
H 5.362 -2.532 0.641  0.000
H 2.490 3.618 -3.384  0.000
C -2.522 -1.459 2.378  0.003
C -1.796 -0.102 2.470  0.005
C 2.130 -3.031 -5.408  0.000
H 3.444 4.687 -2.349  0.000
H -0.337 6.675 -2.394  0.000
H 2.821 -3.248 -3.396  0.000
C -0.044 -2.063 -5.686  0.000
C 2.629 3.958 -2.355  0.001
H 2.802 -0.920 2.983  0.000
H 2.621 -1.074 5.452  0.000
C 0.625 -2.281 -1.954  0.006
O -0.012 -1.069 -1.677  0.011
H 2.931 3.102 -1.754  0.001
H -1.114 2.431 2.805  0.000
H -2.862 -1.776 3.363  0.000
C -4.093 3.067 4.292  0.000
C 0.721 -0.514 2.704  0.007
H -0.844 -1.718 -6.330  0.000
H -4.646 3.872 4.759  0.000
H -1.294 -3.169 -2.066  0.001
C 2.006 -2.923 -4.029  0.000
C -0.359 2.211 -1.204  0.015
C -2.656 0.979 3.124  0.000
H -3.387 -1.316 1.725  0.001
H 4.440 -0.355 -0.122  0.000
H 0.276 5.679 0.493  0.000
H 4.085 -4.609 0.213  0.000
N -1.356 1.304 -1.368  0.016
C -0.414 -4.650 0.612  -0.001
H -0.013 -4.371 -1.914  0.000
C 0.509 -0.687 5.458  0.000
C -1.425 -3.684 2.524  -0.001
C 0.851 -2.391 -3.468  -0.001
C -2.528 2.812 -2.783  0.000
C -1.497 3.743 -2.642  0.003
C -0.763 -4.750 1.945  0.007
C -3.942 0.767 3.599  0.000
Si 1.038 4.705 -1.671  0.002
H 1.519 4.454 0.750  0.001
Cr -0.878 -0.399 -0.299  2.817
H 1.974 6.073 0.199  0.000
H 0.031 -5.489 0.095  0.000
C -0.640 -3.469 -0.077  0.007
C 1.106 -2.607 -6.240  0.000
C 1.845 -0.785 3.472  0.001
C -2.816 3.292 3.790  0.000
H -1.568 -0.255 5.175  0.000
C -0.360 -3.405 -1.550  0.003
C 3.693 -3.652 -0.109  0.000
H 1.943 -4.526 -0.954  0.000
C 2.678 -1.224 -0.964  0.001
H 3.037 -3.443 -5.833  0.000
C -1.656 -2.534 1.788  0.007
H -1.052 -1.502 -3.878  0.000
C 2.472 -3.601 -0.766  0.000
H -1.565 4.694 -3.158  0.000
C -0.168 -1.954 -4.311  0.000
C 1.946 -2.384 -1.191  -0.001
H 0.829 -0.430 1.631  0.004
S 0.895 1.673 -0.168  0.061
C 1.743 -0.872 4.851  0.000
C -2.105 2.256 3.209  0.000
H 0.417 -0.748 6.535  0.000
C 0.592 6.207 -2.730  0.000
H 1.208 -2.690 -7.314  0.000
H -4.412 -0.205 3.521  0.000
H 0.474 5.938 -3.782  0.000
H 2.287 -0.275 -1.301  0.000
C -0.612 -0.410 4.690  0.000
H -2.377 4.279 3.853  0.000
O -1.525 0.300 1.171  0.006
C 4.407 -2.489 0.132  0.000
C -0.518 -0.321 3.302  -0.002
C 3.895 -1.274 -0.299  0.000
H -1.777 -3.736 3.545  0.000
H -3.400 3.021 -3.388  0.000
C -2.411 1.610 -2.134  0.007
C 1.221 5.285 0.114  0.002
C -0.391 3.474 -1.854  0.002
N -1.187 -2.388 0.526  0.004
C -4.655 1.807 4.186  0.000
H -5.656 1.626 4.558  0.000
H -0.560 -5.651 2.508  0.000

As for the total energy: -97363.0572 eV. The spin multiplicity is 4. The HOMO-LUMO gap (alpha / beta) is 6.97 / 6.83 eV. For the LUMO energy (alpha / beta), the calculation gives -0.111 / -0.237 eV. The molar mass is 703.92 g/mol. The calculation puts the HOMO energy (alpha / beta) at -7.081 / -7.067 eV. Its net charge is 0. The calculation puts the energy above the lowest of the compared OMol25 structures with the same formula, charge and spin at 0.0 kcal per mole. The expectation value of S² is 3.781.

Entry 2:
Entry from OMol25: C12H16NOP in the gas phase in a non-equilibrium geometry (the ωB97M-V functional and the def2-TZVPD basis).

Last column: Löwdin spin population.
Cartesian coordinates (Å):
H 0.716 -0.996 2.885  0.003
C -1.167 -0.681 0.053  0.202
H -1.399 1.106 1.177  0.014
P 2.043 -1.816 -0.846  0.301
H 3.239 0.469 -1.795  0.017
H -0.199 -2.352 2.124  0.001
H 0.368 2.169 0.197  0.002
C 1.280 0.278 0.571  0.052
H 2.636 2.777 -1.165  0.000
C -3.736 -0.052 -0.835  0.203
C 1.065 1.562 -0.305  0.029
H -1.106 -0.841 2.715  0.008
C 2.481 1.977 -0.420  0.003
C -3.082 -1.220 -1.219  0.140
H 0.747 1.339 -1.323  0.009
H 1.436 0.633 1.550  0.016
C -1.799 -1.462 -0.872  0.065
H -1.276 -2.426 -1.045  0.002
N 2.491 -0.337 -0.008  0.350
H 4.256 0.683 -0.371  0.010
C -3.154 0.745 0.069  0.049
H 1.107 -0.976 -1.792  0.144
H -3.565 1.729 0.270  -0.002
C 3.236 0.709 -0.678  0.032
O 0.859 -2.028 0.197  0.055
C -0.145 -1.229 2.219  0.027
C -1.926 0.427 0.521  0.206
H -3.645 -1.893 -1.910  0.007
H 2.835 2.335 0.480  0.001
H -4.792 0.184 -1.201  0.010
C 0.194 -0.813 0.756  0.045

As for the total energy: -25523.2246 eV. The spin multiplicity is 3. The HOMO-LUMO gap (alpha / beta) is 3.40 / 3.80 eV. For the LUMO energy (alpha / beta), the calculation gives 0.417 / -3.809 eV. The molar mass is 221.24 g/mol. The calculation puts the HOMO energy (alpha / beta) at -2.982 / -7.609 eV. Its net charge is 0. The calculation puts the energy above the lowest of the compared OMol25 structures with the same formula, charge and spin at 0.0 kcal per mole. The expectation value of S² is 2.016.

Entry 3:
Entry from OMol25: C7H6O3S in the gas phase in a non-equilibrium geometry (the ωB97M-V functional and the def2-TZVPD basis).

Last column: Mulliken charge in e.
Cartesian coordinates (Å):
C 0.205 0.247 1.761  -0.054
H 0.082 -0.757 -1.629  0.215
O -0.580 -1.468 3.462  -0.309
C -0.640 -2.329 2.410  0.757
S 0.267 -0.045 3.452  0.449
O -0.997 -3.494 2.634  -0.553
O 1.667 -0.460 3.506  -0.512
C -0.278 -1.797 1.180  -0.074
C -0.468 -1.637 -1.325  -0.852
H -0.876 -2.106 -2.285  0.225
C 0.397 1.213 0.761  0.379
H 0.248 2.846 2.173  0.217
H -0.949 -3.213 -0.201  0.318
C -0.575 -2.202 -0.150  0.128
H 0.631 0.783 -0.167  0.231
H 0.631 3.297 0.335  0.336
C 0.595 2.506 1.092  -0.901

As for the total energy: -24326.1026 eV. The spin multiplicity is 1. The HOMO-LUMO gap (alpha / beta) is 7.88 / 6.82 eV. For the LUMO energy (alpha / beta), the calculation gives -1.398 / -2.074 eV. The molar mass is 170.19 g/mol. The calculation puts the HOMO energy (alpha / beta) at -9.282 / -8.889 eV. Its net charge is 0. The calculation puts the energy above the lowest of the compared OMol25 structures with the same formula, charge and spin at 157.1 kcal per mole.

Entry 4:
Entry from OMol25: 3 unconnected molecules or ions with the total composition C21H39N4O7 in a non-equilibrium geometry (the ωB97M-V functional and the def2-TZVPD basis).

Last column: Mulliken charge in e.
Cartesian coordinates (Å):
C 0.219 -2.631 -4.305  -0.332
C -2.236 3.962 0.144  -0.390
H -2.557 6.026 0.798  0.129
C -2.625 5.422 -0.108  -0.421
C 2.276 -3.173 3.149  -0.611
N -2.335 -0.720 -3.683  -0.145
C 4.527 -7.415 3.238  -0.789
C -4.149 7.417 2.874  -0.790
H -2.483 3.362 -0.740  0.126
H 4.251 -2.201 5.603  0.236
C 2.566 -4.219 2.066  -0.325
H 3.820 -1.310 4.134  0.339
O -4.402 6.176 2.237  -0.271
N -1.706 0.740 -1.803  -0.244
H -5.293 7.296 0.717  0.355
H -0.492 3.103 -2.630  0.237
H -1.160 3.895 0.336  0.527
H -3.792 8.157 2.149  0.345
H -2.734 -1.510 -4.251  0.279
C 1.872 -0.290 -4.107  -0.387
H 5.705 -3.624 1.166  0.407
C 4.987 -4.045 1.878  -0.360
H -3.117 -1.252 -1.537  0.345
O 3.210 -3.290 4.222  -0.262
H -1.229 1.277 -6.234  0.315
H 2.577 -2.819 -1.187  0.436
H -1.907 5.842 -0.819  0.427
C -1.109 1.187 -3.140  0.150
C -5.045 5.248 0.081  -0.297
H 2.268 0.759 -4.472  0.570
C -3.084 2.052 1.253  -0.718
H 1.275 -3.340 3.564  0.404
C 3.463 -2.050 4.859  -0.785
H 2.318 -2.170 2.702  0.339
H -4.963 4.242 0.494  0.098
C 2.555 -0.922 -2.756  -0.461
C 0.916 -3.243 -2.953  -0.420
H 5.496 -7.920 3.272  0.326
H 3.940 -7.713 4.113  0.232
H 0.515 -4.299 -2.581  0.307
H 2.563 -1.688 5.360  0.329
H -5.898 5.234 -0.606  0.409
C -1.195 0.202 -5.728  -0.522
O 3.703 -3.897 1.254  -0.365
H -3.671 1.754 2.128  0.295
H -5.049 7.779 3.375  0.332
C -5.336 6.293 1.163  -0.581
O 4.704 -6.007 3.286  -0.267
H 5.128 -6.104 1.246  0.345
H 2.648 -5.225 2.479  0.125
H 6.452 -5.572 2.322  0.421
C 2.091 -2.392 -2.164  -0.362
N -1.517 0.244 -4.251  0.358
N -0.278 2.278 -3.264  -0.217
C 5.376 -5.505 2.129  -0.617
H 1.713 -4.232 1.379  0.410
H -2.116 1.547 1.286  0.308
H 3.399 -0.309 -2.181  0.302
H 0.576 2.278 -3.895  0.233
H -2.087 -0.401 -6.243  0.288
H -3.361 7.266 3.618  0.231
O 0.036 -0.537 -6.073  -0.349
H 5.055 -3.440 2.784  0.146
C 0.674 -1.129 -4.886  0.261
O -2.908 3.459 1.300  -0.308
H -6.336 6.126 1.579  0.407
H 3.975 -7.704 2.342  0.344
O -3.908 5.570 -0.731  -0.479
H -0.648 -3.158 -4.926  0.394
C -2.486 -0.505 -2.181  -0.042
H -3.637 1.763 0.357  0.250

As for the total energy: -42679.9944 eV. The spin multiplicity is 1. The HOMO-LUMO gap is 6.74 eV. For the LUMO energy, the calculation gives -4.098 eV. The molar mass is 459.56 g/mol. The calculation puts the HOMO energy at -10.835 eV. Its net charge is +1.

Entry 5:
Entry from OMol25: a molecular structure, C35H54LaN5O2SSi in a non-equilibrium geometry (the ωB97M-V functional and the def2-TZVPD basis).

Last column: Mulliken charge in e.
Cartesian coordinates (Å):
C 0.157 -2.973 1.604  0.666
H 3.130 1.065 -1.015  -0.786
H 1.701 0.193 4.506  0.552
C 0.161 1.693 4.614  -0.998
H -6.159 0.354 0.282  0.307
C -6.130 -0.741 0.213  -0.994
C -4.800 -3.152 -1.044  -0.863
H 1.601 -2.008 -4.636  0.389
H -4.013 -3.505 -1.721  0.211
H -0.682 -3.121 -4.527  0.447
H 0.730 0.105 -4.987  0.486
H 3.919 2.732 -2.881  0.468
H 5.094 2.451 2.702  0.395
H -6.609 -1.245 -2.965  0.309
H -3.100 2.405 3.957  0.380
H -0.505 1.260 5.363  0.448
H -1.454 -3.802 -2.199  0.500
H -4.948 -1.115 -3.586  0.302
H 1.436 -6.147 1.740  0.388
C 1.981 -3.248 0.053  -0.164
H -2.433 3.082 0.983  0.304
H -0.327 -2.623 -1.512  -0.206
C 2.596 1.229 -3.636  0.064
C 5.149 3.792 1.038  -0.877
C 0.854 -1.760 -3.874  0.463
H -0.340 -4.737 2.712  0.387
O 0.943 -1.146 0.242  1.091
H 4.787 1.617 -0.996  0.098
H -1.685 -2.076 -2.483  -0.274
H 0.228 -0.236 3.645  -0.375
H -3.650 0.176 4.320  0.531
H -2.228 4.188 2.353  0.439
H 6.166 4.114 1.218  0.385
H 1.661 2.853 -2.658  0.191
H -4.532 -3.464 -0.026  0.288
H 5.515 -0.499 -2.156  0.444
C 4.073 1.019 -1.564  1.323
C -3.334 -0.546 -0.844  0.053
C -2.718 -0.820 2.698  -0.725
C -2.229 -0.037 -0.622  -0.195
H 4.833 5.111 -0.638  0.425
Si -4.960 -1.300 -1.125  -0.115
H -1.661 -3.019 2.731  0.153
C -0.052 -2.974 -3.643  -1.172
C 0.175 1.603 -2.829  0.336
O 1.307 2.491 0.235  0.413
N 1.452 1.955 -3.062  -0.087
H 3.230 1.391 3.534  0.262
C 2.486 2.925 0.535  -0.495
C 4.548 2.859 1.853  -0.740
H 4.694 -0.840 -0.625  0.400
H 0.895 2.285 5.167  0.471
H 2.450 0.161 -3.533  -0.206
C 0.120 -0.476 -4.303  -1.336
C -5.625 -0.795 -2.783  -1.020
C 4.558 -0.429 -1.629  -1.386
S -0.840 2.699 -1.992  -0.311
C 1.015 -2.403 0.636  -0.564
H 2.503 4.385 -1.033  0.514
La -0.227 0.700 0.562  1.061
N -0.317 0.406 -3.212  0.307
C 3.890 1.639 -2.947  -1.342
H -1.909 0.135 4.455  0.077
H -5.726 0.296 -2.842  0.312
C -1.755 3.378 1.787  -1.252
C 1.319 -5.115 1.430  -0.909
N -1.461 2.219 2.654  0.793
C -1.016 -2.320 2.193  -0.722
H -1.130 3.383 4.370  0.441
N 1.424 1.124 2.618  0.577
C -0.561 2.704 3.722  -1.426
H -5.741 -3.646 -1.319  0.340
C -2.727 0.288 3.749  -0.833
N -1.394 -1.103 2.128  0.677
H 2.669 1.452 -4.701  0.270
H 0.199 3.302 3.225  0.536
C -0.929 -2.861 -2.395  0.045
H -0.834 3.756 1.337  0.262
H 2.904 -5.168 -0.032  0.452
C 0.906 0.582 3.867  -0.563
H 0.578 -3.865 -3.564  0.371
H -3.369 -0.535 1.869  -0.277
H -1.244 0.265 -2.842  -0.045
C 4.394 4.343 -0.009  -0.570
H -0.777 -0.750 -4.859  0.512
C 2.616 1.578 2.643  -1.119
C -2.737 1.708 3.189  -1.053
H -5.821 -1.139 1.188  0.258
H 2.606 -2.814 -0.720  0.349
H -3.134 -1.728 3.140  0.577
H -3.463 1.731 2.374  0.554
C 3.099 3.939 -0.242  -0.471
H -7.148 -1.098 0.009  0.346
C 3.232 2.424 1.636  1.314
C 2.141 -4.560 0.442  -0.649
H 1.396 -1.554 -2.944  -0.272
C 0.341 -4.319 1.976  -0.921
H 4.727 1.342 -3.588  0.477
H 3.841 -1.073 -2.152  0.122

As for the total energy: -68293.2457 eV. The spin multiplicity is 1. The HOMO-LUMO gap is 7.97 eV. For the LUMO energy, the calculation gives 0.384 eV. The molar mass is 775.91 g/mol. The calculation puts the HOMO energy at -7.589 eV. Its net charge is 0. The calculation puts the energy above the lowest of the compared OMol25 structures with the same formula, charge and spin at 3.7 kcal per mole.

Entry 6:
Entry from OMol25: 2 unconnected molecules or ions with the total composition C2H8N3 in a non-equilibrium geometry (the ωB97M-V functional and the def2-TZVPD basis).

Last column: Mulliken charge in e.
Cartesian coordinates (Å):
N 1.618 -0.041 0.660  -0.408
H 0.401 2.249 -0.537  0.343
H -1.457 0.372 0.172  0.245
H -1.601 -1.646 1.207  0.273
N 0.439 -0.232 0.541  0.445
H -0.550 1.621 -2.021  0.400
H -0.785 -0.434 -1.178  0.396
H 2.135 -0.432 1.442  0.305
C -0.425 0.254 -0.444  -0.120
N -0.698 -2.059 1.266  -0.367
C 0.145 1.452 -1.308  -1.227
H -0.187 -2.375 2.052  0.273
H 0.962 1.271 -1.853  0.441

As for the total energy: -6660.8954 eV. The spin multiplicity is 1. The HOMO-LUMO gap (alpha / beta) is 9.19 / 8.62 eV. For the LUMO energy (alpha / beta), the calculation gives -6.147 / -7.367 eV. The molar mass is 74.11 g/mol. The calculation puts the HOMO energy (alpha / beta) at -15.337 / -15.989 eV. Its net charge is +1. The calculation puts the energy above the lowest of the compared OMol25 structures with the same formula, charge and spin at 178.3 kcal per mole.